Record 1
Here is 8 unconnected molecules or ions with the total composition C41H50N5O20P in a non-equilibrium geometry from the OMol25 dataset. Energies are from wB97M-V/def2-TZVPD.

Summary:
molecular weight = 963.8 g/mol
LUMO energy = -0.6 eV
electronic energy = -101006.9410 eV
SMILES string = O=[N+]([O-])c1ccccc1.O=[N+]([O-])c1ccccc1.O=[N+]([O-])c1ccccc1.O=[N+]([O-])c1ccccc1.O=[N+]([O-])c1ccccc1.COP(=O)(OC)OC.CCOC(=O)OC.CCOC(=O)OC
charge = 0

Structure (XYZ):
```
117
Properties=species:S:1:pos:R:3:forces:R:3
O 3.2462 2.3242 5.6563 -0.03 -0.11 0.06
N 2.4075 2.2392 4.7816 0.30 -0.13 0.27
O 1.8679 1.2014 4.4473 -0.14 0.10 -0.06
C 2.0402 3.4768 4.1038 -0.16 0.48 -0.71
C 1.1369 3.4563 3.0560 -0.56 -0.57 -0.26
C 0.7276 4.6417 2.4728 0.02 0.61 0.23
C 1.2941 5.8408 2.8790 0.68 0.00 -0.28
C 2.3632 5.8278 3.7749 -0.81 0.01 0.17
C 2.6702 4.6592 4.4485 0.75 0.31 0.14
H 0.7203 2.5406 2.6546 0.09 -0.09 0.29
H -0.0424 4.6685 1.7150 0.03 -0.31 -0.06
H 0.9951 6.7776 2.4246 -0.05 -0.06 -0.02
H 2.8957 6.7416 3.9955 -0.01 0.00 0.12
H 3.4594 4.6907 5.1870 -0.11 -0.27 0.07
O -2.5195 0.9418 -0.2682 -0.17 -0.06 -0.37
N -3.0774 1.9901 0.0014 0.26 -0.28 0.09
O -3.8320 2.5949 -0.7334 0.13 0.01 0.04
C -2.8039 2.5318 1.3299 -0.08 0.10 0.12
C -2.3540 1.6740 2.3169 -0.45 -0.33 0.08
C -2.1600 2.1784 3.5906 0.46 0.38 -0.05
C -2.3504 3.5369 3.8231 -0.81 -0.09 0.40
C -2.7962 4.3808 2.8164 0.33 -0.10 0.06
C -3.0184 3.8746 1.5491 0.49 0.57 -0.21
H -2.2791 0.6151 2.1063 0.23 0.04 0.00
H -1.7855 1.5459 4.3847 -0.18 -0.11 -0.02
H -2.3027 3.9306 4.8319 0.40 -0.05 -0.04
H -2.9054 5.4381 3.0144 -0.11 0.01 -0.04
H -3.1953 4.5492 0.7219 -0.45 -0.19 -0.01
O 0.1505 -4.2401 3.3837 0.19 -0.06 0.06
N 0.8252 -3.6414 4.2013 -0.15 0.08 -0.15
O 1.9141 -3.1500 3.9885 0.12 0.04 -0.19
C 0.2813 -3.4779 5.5468 -0.34 -0.02 0.01
C 0.5985 -2.3452 6.2663 0.32 0.37 0.29
C 0.0919 -2.2142 7.5491 -0.47 -0.07 -0.04
C -0.7787 -3.1717 8.0514 -0.03 -0.20 0.23
C -1.0909 -4.3085 7.3140 0.19 0.42 -0.15
C -0.5638 -4.4506 6.0390 -0.12 -0.57 0.36
H 1.2180 -1.5549 5.8619 0.11 -0.22 -0.17
H 0.3235 -1.3495 8.1547 0.07 0.08 -0.11
H -1.2133 -3.0314 9.0344 0.07 -0.05 -0.01
H -1.7366 -5.0773 7.7118 -0.05 0.03 0.04
H -0.7798 -5.3597 5.4948 0.05 0.20 -0.30
O 6.3417 -1.0373 -3.5014 0.11 0.06 0.01
N 5.9432 -0.3381 -2.5937 -0.26 -0.14 0.03
O 6.1916 -0.5090 -1.4169 0.16 -0.03 -0.05
C 5.0299 0.7673 -2.9326 0.07 0.13 0.48
C 4.6470 0.9616 -4.2333 -0.60 -0.05 -0.83
C 3.7192 1.9592 -4.5079 0.39 0.57 0.13
C 3.2470 2.7867 -3.4948 0.17 -0.01 -0.39
C 3.6551 2.5808 -2.1858 -0.08 -0.15 -0.01
C 4.5520 1.5637 -1.9062 -0.18 0.01 0.38
H 4.9961 0.3374 -5.0432 0.21 -0.09 0.18
H 3.4462 2.1902 -5.5294 -0.07 -0.26 -0.02
H 2.6028 3.6120 -3.7740 -0.16 -0.07 0.22
H 3.2470 3.1620 -1.3694 0.09 0.12 -0.05
H 4.8440 1.3813 -0.8825 0.13 -0.11 -0.06
O -2.2657 -2.2160 3.0560 -0.08 0.01 0.10
N -3.0298 -3.0495 2.6038 0.13 -0.21 0.03
O -3.6415 -3.8616 3.2695 0.06 0.15 -0.04
C -3.2193 -3.0743 1.1485 -0.33 0.21 -0.48
C -2.3486 -2.3618 0.3457 0.24 0.41 0.66
C -2.5495 -2.3074 -1.0153 -0.43 0.18 -0.13
C -3.6815 -2.9029 -1.5660 0.78 -0.52 -0.05
C -4.5266 -3.6612 -0.7624 0.21 -0.11 0.06
C -4.3023 -3.7465 0.6071 -0.13 -0.21 -0.09
H -1.5483 -1.8019 0.8083 0.14 -0.21 -0.12
H -1.8326 -1.7692 -1.6212 -0.06 0.04 -0.03
H -3.7784 -2.8991 -2.6456 -0.32 0.08 0.05
H -5.3067 -4.2675 -1.2037 -0.17 0.23 0.00
H -4.9531 -4.3466 1.2270 0.06 0.07 0.09
C -0.4402 -3.2107 -3.6263 -0.55 -1.00 0.27
O 0.5715 -2.8325 -2.6967 -0.24 0.76 -0.23
P 1.2981 -3.9757 -1.8861 0.18 0.33 -0.06
O 1.9062 -4.9978 -2.7311 0.15 -0.43 -0.15
O 2.2703 -3.1848 -0.9412 -0.08 0.22 0.17
C 3.4481 -2.5567 -1.4347 0.78 -0.45 -0.03
O 0.1915 -4.4519 -0.8796 -0.30 -0.14 0.03
C 0.3786 -5.6956 -0.1956 0.38 -0.15 0.23
H -0.8872 -2.3681 -4.1472 0.49 0.36 0.13
H -1.2484 -3.6909 -3.0617 0.03 -0.02 -0.16
H -0.0548 -3.9400 -4.3398 0.08 0.14 -0.08
H 3.6791 -2.8726 -2.4546 -0.24 0.23 -0.09
H 4.2945 -2.9019 -0.8375 -0.15 0.11 0.14
H 3.3705 -1.4763 -1.3368 -0.20 0.03 -0.12
H 0.7992 -6.4421 -0.8699 -0.18 -0.01 -0.06
H -0.5876 -6.0032 0.1888 -0.06 -0.02 -0.04
H 1.0746 -5.5601 0.6352 -0.12 0.09 0.02
C 0.3092 0.6763 -3.6701 -0.08 -0.41 0.01
C 0.2103 1.2604 -2.2784 -0.01 -0.11 -0.47
O 0.3071 0.1455 -1.3848 0.11 -0.14 0.05
C 0.5217 0.4161 -0.1021 -0.31 0.35 -0.13
O 0.6215 1.5242 0.3736 0.09 0.09 -0.04
O 0.5879 -0.7301 0.5474 0.05 0.03 0.40
C 0.8555 -0.6525 1.9690 0.18 -0.41 -0.32
H -0.5533 0.0453 -3.8946 -0.06 0.11 0.00
H 1.1794 0.0188 -3.7226 0.10 0.16 -0.07
H 0.3786 1.4521 -4.4314 0.00 0.06 0.06
H -0.7453 1.7598 -2.1156 0.07 0.14 0.07
H 1.0393 1.9458 -2.1210 -0.10 0.08 0.29
H -0.0441 -0.9698 2.4946 0.03 0.00 0.06
H 1.1584 0.3399 2.2737 -0.06 0.11 -0.09
H 1.6676 -1.3553 2.1358 -0.09 -0.06 0.20
C -3.5363 1.0002 -3.7155 -0.22 0.68 0.21
C -3.3262 1.2059 -5.2095 -0.06 -1.23 0.75
O -2.3078 2.1968 -5.3079 0.00 0.60 0.18
C -1.7136 2.3921 -6.4741 -0.04 0.00 -0.17
O -1.8475 1.7219 -7.4614 0.04 -0.04 -0.03
O -0.9353 3.4826 -6.3506 -0.02 -0.30 0.35
C 0.0438 3.6765 -7.3520 0.40 0.41 -0.84
H -2.5821 0.8392 -3.2162 0.01 -0.05 -0.02
H -4.1992 0.1836 -3.4316 -0.01 -0.16 -0.42
H -3.9803 1.8997 -3.2831 0.15 -0.03 0.06
H -4.2449 1.5201 -5.7012 0.11 0.15 -0.19
H -2.9814 0.2617 -5.6397 0.02 0.24 -0.33
H 1.0499 3.5358 -6.9524 -0.15 -0.17 0.21
H -0.0101 4.7030 -7.7205 -0.18 -0.03 0.18
H -0.1081 3.0163 -8.2029 -0.06 -0.12 0.11
```
Forces are in eV/Å.

---

Record 2
Here is a molecular structure, C3H3NO in a non-equilibrium geometry from the OMol25 dataset. Energies are from wB97M-V/def2-TZVPD.

Summary:
molecular weight = 69.1 g/mol
LUMO energy = 0.2 eV
electronic energy = -6694.1162 eV
charge = 0

Structure (XYZ):
```
8
Properties=species:S:1:pos:R:3:forces:R:3
C -0.1363 0.5597 0.6040 -1.00 -1.71 -0.42
C 0.8178 0.0695 -0.4160 1.69 1.09 -0.68
O 1.7244 -0.7042 -0.2154 -0.15 0.78 -0.17
C -0.8603 -0.8266 -0.0536 -2.07 0.50 2.59
N -1.4820 -1.7054 -0.5047 1.32 1.57 0.58
H 0.3096 0.7727 1.6172 -1.00 -1.57 -0.65
H 0.4680 0.4723 -1.3724 0.70 -0.31 -0.90
H -0.8411 1.3619 0.3409 0.51 -0.35 -0.35
```
Forces are in eV/Å.

---

Number 1: Kohn-Sham gap 9.152 eV. Number 2: Kohn-Sham gap 10.681 eV.